Entry from OMol25: a 13-piece molecular cluster, C52H91N13 overall in a non-equilibrium geometry (wB97M-V/def2-TZVPD).

The calculation puts the energy relative to the best compared isomer or geometry (same formula, charge and spin) at 33.0 kJ/mol. The expectation value of S² is 0.75. As for the charge: -1. As for the maximum force: 5.5 eV/Å. Its HOMO-LUMO gap (alpha / beta) is 1.4 / 11.1 eV. The total energy is -2747.6707 hartree. As for the HOMO energy (alpha / beta): 0.53 / -9.21 eV. As for the spin multiplicity: 2.

XYZ file:
```
156
Properties=species:S:1:pos:R:3:mulliken_charge:R:1
C 3.396 1.686 4.399 -1.58
C 1.883 1.302 4.341 2.46
C 1.641 -0.190 4.502 0.28
C 1.960 -1.035 3.342 -0.10
N 2.199 -1.734 2.481 -0.39
H 3.431 2.776 4.398 0.50
H 3.995 1.255 3.598 0.09
H 3.855 1.452 5.360 0.42
H 1.402 1.640 3.423 0.03
H 1.329 1.890 5.072 -1.79
H 0.575 -0.357 4.657 -0.48
H 2.137 -0.555 5.401 0.72
C 1.656 -0.008 -0.404 -0.57
C 0.269 0.296 -1.044 0.59
C -0.940 0.028 -0.105 1.17
C -0.980 0.855 1.139 -0.42
N -0.955 1.486 2.108 -0.17
H 1.723 0.345 0.625 0.23
H 2.498 0.356 -0.992 0.21
H 1.764 -1.092 -0.358 -0.01
H 0.224 -0.259 -1.981 -0.25
H 0.247 1.327 -1.398 -0.23
H -1.008 -1.015 0.203 -1.15
H -1.835 0.273 -0.677 0.56
C -0.606 4.095 4.800 -1.65
C -1.160 4.008 6.234 -0.33
C -0.482 2.889 7.106 -1.17
C -0.888 1.561 6.766 0.20
N -1.176 0.474 6.501 -0.43
H -0.880 3.276 4.134 0.10
H 0.480 4.120 4.713 0.52
H -0.937 5.007 4.304 0.60
H -2.234 3.823 6.224 -0.21
H -0.998 4.969 6.722 0.91
H -0.683 3.039 8.167 0.50
H 0.588 2.785 6.926 0.43
C 0.688 -3.044 -2.370 0.75
C 0.580 -4.555 -2.602 -0.97
C 1.399 -5.067 -3.829 -0.39
C 1.142 -4.321 -5.051 0.19
N 0.926 -3.784 -6.044 -0.49
H 1.687 -2.639 -2.530 0.02
H 0.291 -2.794 -1.386 -0.47
H 0.077 -2.445 -3.046 -0.05
H -0.453 -4.904 -2.619 0.40
H 1.000 -5.090 -1.751 0.41
H 1.227 -6.118 -4.063 0.47
H 2.471 -5.044 -3.635 0.12
C 1.780 0.202 -5.684 -0.11
C 3.220 0.544 -5.319 -1.20
C 3.751 -0.269 -4.151 0.72
C 3.961 -1.692 -4.377 0.12
N 4.101 -2.814 -4.573 -0.57
H 1.571 0.594 -6.680 0.41
H 1.138 0.699 -4.958 -0.25
H 1.524 -0.854 -5.597 0.22
H 3.310 1.618 -5.152 0.33
H 3.919 0.392 -6.142 0.42
H 3.051 -0.109 -3.331 -0.65
H 4.730 0.063 -3.806 0.53
C -6.989 0.179 2.017 -0.73
C -7.219 -0.840 0.907 -0.85
C -6.190 -2.013 0.859 -0.58
C -4.785 -1.614 0.691 -0.06
N -3.699 -1.242 0.568 -0.07
H -7.619 1.056 1.861 0.57
H -5.963 0.543 2.064 -0.30
H -7.218 -0.198 3.014 0.42
H -7.251 -0.457 -0.113 0.29
H -8.229 -1.224 1.046 0.41
H -6.369 -2.604 -0.039 0.48
H -6.301 -2.626 1.753 0.31
C -4.656 5.080 0.677 -1.53
C -4.470 3.721 1.392 0.26
C -4.142 2.511 0.470 1.89
C -3.152 2.745 -0.569 -0.94
N -2.386 2.910 -1.415 0.01
H -3.744 5.415 0.183 0.27
H -5.050 5.817 1.377 0.67
H -5.392 4.909 -0.109 0.25
H -5.304 3.475 2.049 0.33
H -3.614 3.825 2.060 -0.19
H -4.984 2.221 -0.158 0.24
H -3.927 1.591 1.015 -1.38
C -1.457 0.415 -7.919 -0.74
C -1.506 -1.139 -7.901 -0.56
C -2.257 -1.694 -6.590 -0.73
C -1.726 -1.128 -5.337 -0.02
N -1.401 -0.678 -4.346 -0.13
H -1.016 0.837 -7.016 -0.16
H -2.470 0.786 -8.071 0.46
H -0.812 0.709 -8.747 0.39
H -0.477 -1.494 -7.861 0.26
H -1.969 -1.582 -8.783 0.42
H -2.202 -2.783 -6.579 0.32
H -3.317 -1.497 -6.751 0.45
C 5.657 1.091 0.391 -0.96
C 6.245 0.460 1.703 -0.14
C 7.477 -0.404 1.429 0.06
C 8.699 0.434 1.181 0.04
N 9.633 1.059 0.934 -0.47
H 6.371 1.703 -0.160 0.42
H 4.834 1.768 0.619 0.36
H 5.254 0.349 -0.299 -0.03
H 5.443 -0.157 2.110 0.05
H 6.518 1.262 2.389 0.42
H 7.273 -1.095 0.611 -0.19
H 7.716 -1.036 2.284 0.41
C 1.037 3.618 -3.832 -0.95
C -0.319 3.341 -4.547 -0.42
C -0.180 3.303 -6.064 0.96
C 0.459 4.471 -6.648 0.01
N 0.961 5.373 -7.151 -0.51
H 1.836 2.908 -4.045 -0.07
H 0.928 3.435 -2.763 0.35
H 1.413 4.624 -4.021 0.47
H -1.085 4.073 -4.291 0.53
H -0.710 2.387 -4.194 0.03
H -1.175 3.243 -6.503 0.37
H 0.396 2.405 -6.288 -0.80
C -1.579 -3.705 1.542 -1.01
C -0.928 -3.087 2.756 0.75
C -1.698 -3.200 4.055 0.36
C -2.100 -4.540 4.492 -0.09
N -2.392 -5.641 4.864 -0.55
H -1.366 -4.773 1.494 0.52
H -1.143 -3.337 0.614 -0.03
H -2.659 -3.558 1.565 0.08
H -0.751 -2.045 2.489 -0.53
H 0.092 -3.424 2.943 0.40
H -2.640 -2.651 4.028 -0.33
H -1.159 -2.813 4.919 0.28
C 4.621 -2.498 -0.746 -0.46
C 4.743 -3.992 -0.982 -0.34
C 5.664 -4.733 0.047 -0.64
C 7.053 -4.171 0.076 0.31
N 8.128 -3.642 0.132 -0.52
H 5.588 -2.025 -0.910 0.28
H 4.342 -2.251 0.279 0.35
H 3.922 -2.025 -1.435 -0.16
H 5.245 -4.140 -1.938 0.34
H 3.775 -4.487 -1.050 0.01
H 5.762 -5.810 -0.090 0.41
H 5.222 -4.605 1.035 0.33
C -4.335 1.879 6.258 -1.23
C -4.052 2.049 4.739 0.21
C -3.658 0.763 3.977 3.62
C -4.500 -0.417 4.209 -0.35
N -5.200 -1.336 4.373 -0.71
H -3.460 1.813 6.905 0.02
H -5.097 1.124 6.452 0.46
H -4.833 2.784 6.604 0.46
H -3.285 2.801 4.552 -0.36
H -4.957 2.399 4.244 0.17
H -2.598 0.531 4.074 -0.52
H -3.767 0.879 2.899 -1.78
```